Record 1
42
Properties=species:S:1:pos:R:3 method="wB97M-V/def2-TZVPD" s2=0.77 orbital_gap_ev="4.2593 / 3.6027" total_charge=-1 homo_energy_ev="-1.2 / -0.6" spin_multiplicity=2
V 0.51496 -0.09535 0.98347
O -0.68236 0.75661 2.03436
O -0.79471 0.38234 -0.94493
C 1.40561 -2.23054 0.96627
C 1.43475 2.08765 0.65046
C -0.58516 -1.10199 -2.87653
C 1.89761 1.31415 -0.45888
C 0.32785 -2.26039 0.03186
C -0.28613 1.36104 -3.11104
C -2.50812 0.44799 -2.28624
C -0.89083 -2.00534 0.74932
C 2.63723 0.20503 0.04852
C 1.94855 1.49599 1.85567
C -0.97155 0.25456 -2.34860
C 2.67349 0.31313 1.48817
C 0.86353 -1.93825 2.26768
C -2.26487 0.69837 -0.81441
C -0.56443 -1.85220 2.12925
C -0.80642 0.97636 3.43218
H 2.44109 -2.47716 0.74208
H 0.05501 1.54639 3.81827
H 3.16184 -0.52705 -0.56240
H 0.79246 1.17273 -3.16050
H -1.73866 1.53235 3.59563
H -1.90050 -2.03967 0.34977
H -2.72968 -0.01183 -0.12296
H 1.87515 1.90887 2.85819
H -0.69302 1.36217 -4.12957
H 0.49340 -1.27003 -2.77885
H 3.21620 -0.32261 2.18235
H 1.85349 1.62570 -1.49793
H -1.28096 -1.74215 2.93856
H -3.03264 -0.48804 -2.50320
H 0.87165 3.01458 0.58574
H -2.34623 1.74585 -0.50521
H -2.87805 1.30682 -2.85123
H -0.48155 2.33693 -2.65418
H 0.39348 -2.56885 -1.00624
H -0.85286 -1.14415 -3.93856
H 1.40677 -1.90606 3.21042
H -1.14104 -1.88863 -2.35723
H -0.83437 0.02472 3.99048



Record 2
51
Properties=species:S:1:pos:R:3 method="wB97M-V/def2-TZVPD" orbital_gap_ev=6.4695 total_charge=-1 homo_energy_ev=-4.3
Cs -0.85717 -1.10294 -0.78642
S 4.08627 1.89408 -1.69945
Si -4.60569 0.46300 0.22062
O 0.59493 -1.57860 -3.10739
O 0.19941 -3.49741 -4.20811
N 1.71146 0.98638 -2.47714
N -3.22251 -0.31687 0.79830
N -1.83005 -1.72901 2.05164
N 3.41306 -0.49880 -2.65279
N 1.79931 -2.99643 -1.07084
N 1.07789 2.14283 -2.01976
C -4.18266 -1.81875 2.43727
C 1.40638 -3.61875 -2.18295
C -0.25058 -3.10616 3.21927
C -3.06949 -1.25401 1.71935
C 2.70569 -5.06291 -0.26799
C -5.45044 1.49858 1.57262
C 3.02278 0.74431 -2.29542
C 1.62614 -4.97978 -2.38996
C -1.67117 -2.65031 2.99969
C 2.28845 -5.71151 -1.42312
C -4.00163 -2.74292 3.42865
C -2.71186 -3.17981 3.74548
C -4.08208 1.64860 -1.14814
C -5.93093 -0.65966 -0.55003
C 2.43343 -3.71140 -0.14228
C 0.66708 -2.82619 -3.28727
H 0.40791 -2.24445 3.33418
H -3.33233 2.35455 -0.78271
H 2.68357 -1.20416 -2.70955
H 2.73334 -3.17259 0.75115
H -6.31483 2.04224 1.17684
H 4.32390 -0.77107 -2.33405
H -5.79923 0.87693 2.40014
H -2.52036 -3.90877 4.52146
H -5.52357 -1.22270 -1.39407
H 2.47583 -6.76960 -1.55854
H -3.63701 1.10732 -1.98852
H 0.09624 -3.67044 2.34932
H -5.18571 -1.48708 2.19717
H -4.92196 2.22660 -1.54337
H 1.58867 2.45358 -1.19741
H -0.16167 -3.74353 4.09960
H 1.25847 -5.40795 -3.31119
H -6.75401 -0.04630 -0.93109
H 3.22555 -5.58476 0.52416
H -6.35207 -1.38276 0.15104
H -4.75526 2.23480 1.98233
H -4.86565 -3.12905 3.95970
H 1.11184 0.20182 -2.71370
H 1.22036 2.87766 -2.70493



Record 3
53
Properties=species:S:1:pos:R:3 method="wB97M-V/def2-TZVPD" s2=12.01 orbital_gap_ev="8.6578 / 8.6881" total_charge=-1 homo_energy_ev="-6.5 / -6.5" spin_multiplicity=7
Eu 0.05646 -0.96039 -1.29640
O -1.17280 -2.83545 -1.41016
O -2.03597 1.93655 -3.68946
O -3.01249 -4.04177 -0.99467
O -1.51015 0.04297 -2.59467
O 1.64876 -2.42634 -0.61842
O 1.36208 -0.46832 -3.05591
O 3.22513 0.35450 -3.98522
O 2.15752 -4.00549 0.90137
N -1.11588 1.59263 -0.31536
N 1.06535 -0.71847 1.49695
N -1.85352 -1.05823 0.62828
N 1.85699 0.98318 -0.72772
C 1.59430 0.61296 1.77616
C 1.96911 -2.85438 0.54616
C -2.48860 0.14549 1.18654
C 2.41160 1.19233 0.61875
C -2.31993 -3.04275 -0.88177
C -0.05410 -1.10908 2.36469
C 2.15287 -1.70744 1.54717
C -2.87747 -1.86876 -0.06002
C 2.48696 0.14261 -3.03625
C -2.16308 1.88237 -1.30672
C 2.94969 0.60537 -1.64544
C -0.03213 2.58330 -0.37553
C -1.15813 -1.86685 1.63857
C -1.87589 1.26803 -2.68240
C -1.71290 1.45299 1.00929
C 1.14071 2.15590 -1.24748
H 3.67203 1.42030 -1.78258
H 0.31911 2.78774 0.63790
H -0.40915 3.53939 -0.76078
H -1.87271 -2.26160 2.37912
H -2.69622 0.01509 2.25824
H -3.62462 -2.26711 0.63832
H 0.77033 1.27504 2.01591
H -3.09336 1.42082 -0.97254
H 3.46707 -0.25022 -1.20473
H -3.38223 -1.21790 -0.77797
H 1.82953 3.00744 -1.37098
H 0.77983 1.91508 -2.25203
H -0.73288 -2.74192 1.13784
H -0.92976 1.52317 1.75524
H 0.30322 -1.74023 3.18850
H 2.56757 2.26300 0.81415
H 3.08218 -1.21608 1.25557
H 3.40687 0.74985 0.63509
H -0.46953 -0.21452 2.83308
H -2.33759 2.96146 -1.39096
H 2.24563 0.60978 2.66679
H 2.28571 -2.09528 2.56402
H -2.41001 2.28006 1.22680
H -3.46547 0.24924 0.71565



Record 4
59
Properties=species:S:1:pos:R:3 method="wB97M-V/def2-TZVPD" s2=0.76 orbital_gap_ev="6.0041 / 6.0902" total_charge=-1 homo_energy_ev="-3.5 / -3.9" spin_multiplicity=2
Ti 0.12072 0.20031 0.43957
S -2.25012 2.88621 -1.13412
S 2.90934 1.97610 1.40254
S -2.97279 0.19590 -0.36965
P 1.03926 0.18090 -2.07900
F -3.88099 -0.33253 1.98498
F -2.87300 2.71102 -3.72876
F -2.54324 1.35499 2.03963
F -4.56414 3.19217 -2.45144
F -4.53294 1.58457 1.21625
F -3.04776 4.68687 -2.86658
O -0.23783 1.79303 0.52291
O -4.11413 -0.60010 -0.73341
O -1.76808 -0.64753 -0.10650
O 0.24238 0.42058 -3.45938
O -2.92732 3.55140 -0.02466
O 1.83781 -1.18107 -2.36266
O 2.17534 1.27705 -2.28016
N -2.67445 1.33158 -1.31485
C 3.37091 -2.64156 0.03047
C 2.66162 -1.32682 -3.52310
C 2.13250 0.47877 1.24743
C 0.28410 -3.28883 0.23488
C 4.07371 -0.79420 2.43775
C -3.49156 0.76824 1.33137
C 1.42628 -0.42190 2.44283
C 1.03174 -2.21760 0.97883
C -3.25858 3.37885 -2.63389
C 1.86748 2.64855 -1.93130
C 1.33371 0.20738 3.79980
C -0.96927 -0.29852 -3.72490
C 0.36623 -1.33425 1.96138
C 2.73787 -0.80743 1.75006
C 2.35484 -1.95608 0.88352
C -0.76205 -1.84609 2.81854
H 4.23621 -1.70969 3.01381
H 0.84760 -3.64783 -0.62591
H 0.07560 -4.14023 0.88986
H 2.15249 -0.95510 -4.41259
H 4.15233 0.06867 3.09721
H -1.41516 0.16047 -4.60306
H 3.59531 -0.78157 -3.38713
H -0.45755 -2.68988 3.45398
H 2.80379 3.19324 -2.00925
H -1.14586 -1.06331 3.47527
H 2.18966 0.85639 3.98050
H -0.68011 -2.92254 -0.12338
H 2.86670 -2.38967 -3.63099
H 1.29053 -0.56686 4.57102
H 3.58287 -2.06267 -0.87151
H 0.43693 0.82420 3.88141
H -1.66423 -0.22207 -2.89491
H 4.87793 -0.69123 1.70512
H 3.04288 -3.63582 -0.27397
H 1.14072 3.04894 -2.64003
H -1.59886 -2.18184 2.20254
H -0.74501 -1.34726 -3.93230
H 1.48778 2.71051 -0.91269
H 4.31138 -2.74683 0.57479



Record 5
53
Properties=species:S:1:pos:R:3 method="wB97M-V/def2-TZVPD" orbital_gap_ev=8.6887 total_charge=-1 homo_energy_ev=-6.2
F -0.53532 -0.25881 -0.31851
O -1.69732 -1.96781 5.25949
O -3.00032 -5.24981 -3.28151
O 4.18168 0.16519 0.39449
O -1.78232 -3.34981 -2.69751
O 0.11568 3.64319 -0.14451
O -0.84532 -5.50181 -2.50051
O -1.28932 0.12119 4.57349
O 0.64168 5.70119 0.47549
O 3.00368 0.50919 2.18949
O -1.20032 5.23919 -0.77851
O -2.72332 -1.05181 3.51849
O 5.33568 0.71219 2.33449
C 2.95768 -0.07481 -0.07951
C 0.12268 -4.62981 -1.92751
C -1.81432 4.07119 -1.38151
C 4.24468 0.51419 1.66149
C 1.36068 -4.82581 -2.76951
C -0.09332 4.90419 -0.09251
C -1.57332 4.23519 -2.86751
C 2.01668 0.08219 1.11249
C -0.78032 1.97319 2.98849
C -1.06832 2.91419 -0.66151
C -1.82732 -1.00981 4.50649
C -0.55832 -3.18781 -1.96551
C -1.83632 0.97719 3.56049
C -2.54032 -0.05681 2.59949
C -1.98232 -4.75181 -2.82851
C 2.92068 -1.25481 -0.80251
H -3.51532 0.20119 2.30649
H -1.76932 3.30619 -3.43651
H -2.45432 1.70019 4.23349
H 2.02368 -1.51281 -1.21651
H -0.77532 2.26319 -1.38851
H 3.67568 -1.12381 -1.56751
H -0.06232 1.29919 2.35949
H -1.56032 2.55219 0.10849
H -1.97132 -0.34381 1.93849
H 2.17268 -4.30181 -2.31751
H 1.21468 -4.63181 -3.71951
H -0.08032 -2.52481 -2.64551
H -1.73932 5.33019 -3.17251
H -1.18032 2.69719 2.48449
H 2.61368 0.85119 -0.77151
H 3.10868 -2.15881 -0.26151
H -0.63032 4.27919 -3.11851
H 1.54168 -5.90481 -2.89851
H 0.26368 -4.91081 -0.79351
H 1.40168 -0.62781 1.44549
H 1.62868 0.94319 0.96449
H -0.74932 -2.64681 -1.11751
H -0.01732 2.50219 3.69149
H -2.89332 4.17119 -1.18451



Record 6
43
Properties=species:S:1:pos:R:3 method="wB97M-V/def2-TZVPD" orbital_gap_ev=9.1840 total_charge=0 homo_energy_ev=-8.5 smiles=N#CCCOC1(C#CCN2CCCC2)CCCCC1
O -1.50156 0.72164 -0.51677
N 3.24145 -0.98235 0.64649
N 1.52284 2.63524 -1.26611
C -2.51974 -1.40502 0.20045
C 3.34580 0.41259 1.04950
C 2.19368 -1.73342 1.30286
C -4.28336 0.37858 0.57505
C -1.57185 -0.24057 0.54058
C 0.64353 2.14807 -1.80937
C 3.19839 -0.97281 -0.80099
C -0.24339 -0.77990 0.83127
C -0.94518 0.28631 -1.72875
C 4.30133 0.01945 -1.15242
C -3.61072 0.39272 1.94213
C -2.09708 0.53113 1.77053
C -3.91958 -0.90581 -0.17769
C 4.18891 1.08079 -0.04706
C 0.84216 -1.24155 1.05292
C -0.46020 1.52525 -2.49336
H 3.38245 -1.97704 -1.19051
H 2.22698 -0.61546 -1.18720
H -2.09730 -2.00341 -0.60989
H -5.36723 0.45382 0.67778
H 3.68215 1.96980 -0.41599
H -1.27863 2.24686 -2.55908
H -1.83308 1.57824 1.61491
H -3.85062 -0.53001 2.47482
H 2.35583 0.89083 1.10774
H -1.58126 0.18042 2.66576
H -0.14266 1.24415 -3.50063
H 2.26197 -2.77463 0.96590
H -1.69471 -0.23834 -2.34272
H 4.17472 0.44153 -2.14745
H -3.93472 1.24631 0.01325
H -2.56815 -2.04477 1.08316
H -0.10346 -0.39849 -1.54750
H 5.26808 -0.48135 -1.10385
H 2.38491 -1.70641 2.38180
H -3.98206 1.22585 2.54092
H -3.97359 -0.72121 -1.25221
H -4.64103 -1.69231 0.05401
H 3.81467 0.46590 2.03545
H 5.17128 1.36937 0.32224



Summary of E in eV
-46744.845, -49283.264, -58658.038, -114020.694, -44265.304, -22007.024
(order as listed above)
Summary of max |F| in eV Å⁻¹
4.53, 1.02, 0.29, 1.31, 9.98, 0.82
(order as listed above)